(1)
Formula: C14H52O12
Source: the Open Molecules 2025 dataset
Level of theory: wB97M-V/def2-TZVPD

The geometry in XYZ format:
```
78
Properties=species:S:1:pos:R:3:forces:R:3
C -1.8476 0.1489 -2.5247 0.734 -1.502 -1.779
C -3.0637 0.2190 -3.4193 -0.360 -0.060 -0.463
O -3.7255 -1.0599 -3.4985 0.197 0.319 0.040
H -1.1216 -0.5369 -2.9571 -0.068 -0.402 -0.015
H -2.1670 -0.2334 -1.5583 0.406 -0.010 -0.140
H -1.3812 1.1330 -2.4625 0.630 -1.598 -0.368
H -2.8141 0.5294 -4.4390 0.118 -0.204 0.024
H -3.7672 0.9814 -3.0610 -0.021 -0.172 -0.030
H -4.5206 -1.0155 -2.9627 -0.045 0.001 0.002
C 0.0950 -2.5251 -1.3937 0.507 -0.824 -0.312
C 1.1593 -3.5515 -0.9964 -0.151 0.313 0.115
O 2.3604 -2.8958 -0.6027 -0.105 -0.152 0.152
H -0.7659 -3.0058 -1.8682 -0.055 0.014 0.206
H 0.5283 -1.8719 -2.1546 0.007 0.130 0.139
H -0.1971 -1.9180 -0.5382 -0.106 -0.755 -0.727
H 1.4098 -4.2134 -1.8258 -0.071 -0.044 -0.023
H 0.7984 -4.1635 -0.1575 -0.029 -0.121 -0.189
H 2.3305 -2.8062 0.3655 0.355 0.106 -0.137
C -2.3307 2.3826 -1.5160 -1.585 1.198 0.999
O -1.3382 2.4975 -0.5159 0.104 -0.429 -0.037
H -2.7368 1.3639 -1.5852 -0.323 1.881 0.969
H -3.1792 3.0304 -1.2837 0.202 0.441 0.139
H -1.9289 2.6505 -2.5009 -0.293 0.341 0.126
H -1.0334 1.5878 -0.3179 -0.227 0.343 -0.006
C -2.6199 -2.9944 0.4987 0.047 -0.850 -0.265
O -2.0729 -2.0584 1.4072 -0.014 0.271 0.207
H -2.9248 -2.4822 -0.4075 -0.084 0.169 -0.001
H -1.8831 -3.7511 0.2043 -0.006 0.110 0.106
H -3.4693 -3.5156 0.9413 -0.148 0.107 -0.079
H -2.1092 -2.4336 2.2906 0.076 0.103 0.046
C 0.7415 -0.0398 0.2299 -0.080 -0.264 0.322
O -0.6499 -0.1673 -0.0442 0.084 0.679 0.757
H 1.2456 -1.0131 0.2467 -0.051 0.321 0.101
H 1.1649 0.5185 -0.6006 0.017 0.195 0.133
H 0.9116 0.4741 1.1833 0.095 0.086 -0.122
H -1.0990 -0.7514 0.5976 0.260 0.292 0.087
C 1.6916 0.7407 -3.5597 -0.321 -0.083 0.550
O 1.2162 1.5825 -4.5922 0.125 0.048 -0.070
H 1.1963 0.9656 -2.6019 -0.015 0.045 -0.258
H 1.5081 -0.3162 -3.7650 0.171 -0.002 -0.079
H 2.7567 0.9061 -3.4066 0.055 -0.024 -0.259
H 0.5398 1.1136 -5.0839 -0.068 0.008 0.005
C 4.0257 1.1525 -0.5378 -0.377 0.601 0.145
O 4.5500 2.2705 0.1971 0.072 -0.372 -0.115
H 3.3904 1.5275 -1.3448 0.231 -0.061 -0.069
H 4.8144 0.5187 -0.9311 -0.016 -0.130 -0.011
H 3.3751 0.6006 0.1374 0.163 -0.263 0.000
H 5.4928 2.3490 0.0406 -0.012 0.097 -0.035
C 1.5253 3.9362 1.0606 -0.334 0.201 -0.341
O 2.7496 3.8046 1.7320 0.505 -0.510 0.143
H 1.1829 2.9952 0.6185 -0.054 0.009 0.013
H 0.7757 4.2706 1.7751 -0.060 -0.006 0.018
H 1.5851 4.6827 0.2581 -0.062 -0.068 0.018
H 3.3225 3.2255 1.1982 -0.005 0.445 0.217
C 1.1330 -2.6130 2.8376 0.097 0.282 -0.102
O 2.3704 -2.4087 2.1527 -0.489 -0.058 0.344
H 1.0742 -2.0004 3.7428 0.070 -0.080 -0.031
H 0.3004 -2.3158 2.1908 0.078 -0.110 -0.009
H 1.0154 -3.6616 3.1192 0.050 0.004 -0.048
H 2.9028 -1.7889 2.6785 0.200 -0.188 -0.030
C -1.7136 1.8518 2.6359 -0.305 -0.438 0.164
O -1.4740 1.7898 4.0423 0.154 -0.081 -0.143
H -2.4528 2.6317 2.4831 0.124 0.156 -0.159
H -0.8150 2.0464 2.0536 0.030 0.274 0.055
H -2.1500 0.9138 2.2620 0.067 0.059 0.083
H -0.6503 1.3152 4.1865 -0.046 0.042 0.023
C 4.5297 0.3010 2.7756 0.471 0.308 -0.085
O 4.0496 -0.7543 3.5933 -0.264 -0.246 0.008
H 5.3371 0.8337 3.2785 -0.123 0.178 0.002
H 4.9516 -0.0929 1.8502 -0.147 -0.146 -0.011
H 3.7221 0.9911 2.5407 0.005 0.089 0.028
H 4.5077 -0.7560 4.4328 0.011 -0.054 0.078
C -4.7219 -0.2904 0.5456 0.146 -0.787 0.493
O -5.7779 0.5128 0.0684 0.014 0.077 -0.077
H -5.0306 -1.3403 0.6766 0.012 0.165 -0.215
H -3.9033 -0.2781 -0.1721 -0.055 0.167 -0.066
H -4.3212 0.0093 1.5225 -0.114 0.330 -0.165
H -6.5798 0.2645 0.5354 -0.001 0.095 0.011
```
Forces are in eV/Å.

Values from the calculation:
* ΔE to the lowest compared entry with this formula, charge and spin: 135.8 kcal/mol
* SMILES: CCO.CCO.CO.CO.CO.CO.CO.CO.CO.CO.CO.CO
* molecular weight: 412.6 g/mol

Atom charges from the Löwdin analysis, given in e for atoms 1 to 5: number 1, C, carries -0.15; number 2, C, carries -0.28; number 3, O, carries -0.07; number 4, H, carries 0.08; number 5, H, carries 0.06

(2)
Formula: C14H53B2NO12
Source: the Open Molecules 2025 dataset
Level of theory: wB97M-V/def2-TZVPD

The geometry in XYZ format:
```
82
Properties=species:S:1:pos:R:3:forces:R:3
C 0.6865 2.1782 1.7310 -0.259 0.081 0.283
C 0.5823 0.9184 2.6166 0.173 0.034 -0.213
C -0.0658 -0.2936 1.9285 0.124 -0.070 0.026
C 0.6232 -0.6375 0.5919 -0.257 -0.176 0.344
B -1.6183 -0.1849 1.6926 -0.125 -0.157 -0.191
O -2.2624 -1.4062 1.5192 0.137 0.013 0.507
B -2.5160 1.2696 1.5760 -0.398 0.056 0.170
N -2.8252 1.8849 0.3223 1.117 -0.191 0.723
O -3.0194 1.9006 2.7353 0.548 0.398 -0.398
H 0.1405 2.0612 0.7952 0.079 -0.007 -0.058
H 1.7196 2.4329 1.5008 0.002 -0.050 -0.122
H 0.2528 3.0477 2.2310 0.040 -0.026 -0.025
H 0.0503 1.1618 3.5427 -0.049 -0.054 0.002
H 1.5881 0.6196 2.9279 -0.003 0.035 0.045
H 0.0773 -1.1620 2.5863 0.004 0.024 0.029
H 1.7029 -0.7413 0.7114 0.017 0.092 -0.062
H 0.4039 0.1086 -0.1704 0.138 -0.048 -0.109
H 0.2400 -1.5999 0.2501 0.090 0.045 -0.205
H -3.2052 -1.3334 1.6899 -0.092 0.028 -0.421
H -2.2177 1.5233 -0.4078 -0.371 0.051 -0.371
H -2.6850 2.8886 0.4121 -0.613 0.167 -0.337
H -2.3284 1.9120 3.4060 -0.292 -0.284 0.266
C -0.8304 -3.9196 4.1597 0.119 0.013 -0.029
O 0.4588 -3.3656 4.3903 -0.052 0.010 0.006
H -1.0808 -3.7080 3.1220 -0.029 0.020 0.009
H -0.8317 -5.0026 4.3132 -0.050 -0.003 -0.013
H -1.5916 -3.4643 4.7991 -0.008 0.000 -0.005
H 0.7027 -3.5321 5.3044 0.012 0.006 0.001
C -0.2878 -0.2831 -2.8913 -0.379 0.044 0.099
O -1.4490 0.2226 -2.2263 0.064 0.051 0.063
H 0.4842 0.4805 -2.8431 0.014 -0.010 0.013
H 0.0745 -1.1806 -2.3963 0.088 -0.017 -0.042
H -0.5149 -0.5040 -3.9367 0.117 -0.006 -0.024
H -2.1125 -0.4746 -2.2730 -0.085 -0.052 -0.065
C -3.6920 5.4016 1.9897 -0.075 0.003 -0.015
O -2.8923 5.3203 0.8105 0.109 -0.027 0.166
H -3.4234 4.5592 2.6228 0.014 -0.026 -0.036
H -3.5138 6.3345 2.5310 0.024 -0.012 0.005
H -4.7553 5.3224 1.7503 -0.002 -0.008 0.027
H -3.1407 6.0493 0.2359 0.068 -0.024 -0.066
C -0.9120 -4.1453 -0.5512 0.034 0.066 -0.011
O 0.1854 -3.7895 -1.3895 0.006 -0.134 -0.165
H -1.4166 -3.2236 -0.2688 0.021 0.006 0.010
H -1.6168 -4.7945 -1.0794 -0.013 -0.003 0.023
H -0.5700 -4.6485 0.3559 -0.021 0.014 0.019
H 0.6564 -4.5938 -1.6271 -0.028 -0.028 0.048
C 3.5768 -2.3696 -2.5968 -0.169 0.002 0.013
O 2.4020 -1.8740 -1.9755 0.179 -0.033 -0.053
H 4.3331 -1.5906 -2.5347 0.018 -0.008 -0.012
H 3.9627 -3.2602 -2.0885 0.032 0.001 -0.021
H 3.4132 -2.6029 -3.6520 0.033 -0.001 -0.011
H 1.7155 -2.5504 -2.0119 -0.025 0.103 0.171
C 0.4106 5.7709 3.5938 -0.078 0.004 -0.142
O 0.0101 6.4075 2.3874 -0.076 -0.111 0.050
H 1.1546 6.4085 4.0668 0.001 0.019 -0.004
H -0.4310 5.6467 4.2809 0.038 -0.029 0.058
H 0.8588 4.7931 3.4028 0.029 0.020 0.092
H -0.6535 5.8467 1.9683 -0.020 0.101 -0.116
C -4.1711 -2.8454 -2.2837 0.046 0.030 -0.024
O -3.0993 -2.3666 -3.0884 0.005 0.068 0.073
H -4.7386 -1.9730 -1.9678 -0.019 -0.009 0.006
H -4.8320 -3.5091 -2.8462 -0.009 0.003 0.005
H -3.8071 -3.3662 -1.3943 -0.013 0.004 0.008
H -2.5718 -3.1151 -3.3805 0.066 0.030 0.034
C 2.8305 4.3606 5.9188 -0.033 -0.082 -0.042
O 1.6249 3.6064 5.9155 0.055 0.031 0.020
H 2.5595 5.4039 6.0623 -0.024 -0.003 0.005
H 3.4947 4.0590 6.7331 0.008 0.014 0.001
H 3.3631 4.2663 4.9685 0.024 0.040 0.008
H 1.8546 2.6827 5.7824 -0.050 -0.016 -0.019
C -0.4876 -1.2159 -6.7295 0.063 0.084 -0.009
O 0.8887 -1.1759 -6.3775 -0.062 -0.061 -0.057
H -0.9141 -2.1064 -6.2729 0.018 -0.004 0.021
H -1.0230 -0.3408 -6.3517 -0.051 -0.027 -0.003
H -0.6279 -1.2800 -7.8122 -0.017 -0.013 0.001
H 1.2709 -0.3855 -6.7678 0.044 0.004 0.048
C 5.8063 -3.3696 -6.0382 -0.024 -0.002 0.051
O 5.7937 -3.6298 -4.6415 0.036 -0.022 -0.039
H 6.2702 -2.3954 -6.1739 0.002 0.002 -0.002
H 6.3927 -4.1130 -6.5849 -0.001 0.007 -0.014
H 4.7951 -3.3330 -6.4529 0.005 0.008 -0.015
H 5.3879 -4.4886 -4.4977 0.003 0.000 0.018
```
Forces are in eV/Å.

Values from the calculation:
* SMILES: CC[C@H](C)B(O)B(N)O.CO.CO.CO.CO.CO.CO.CO.CO.CO.CO
* molecular weight: 449.2 g/mol

Atom charges from the Löwdin analysis, given in e for atoms 1 to 5: number 1, C, carries -0.07; number 2, C, carries -0.22; number 3, C, carries -0.29; number 4, C, carries -0.04; number 5, B, carries -0.32

| no. | gap between HOMO and LUMO (eV) | HOMO level (eV) |
| --- | --- | --- |
| 1 | 9.7121 | -9.56 |
| 2 | 9.0003 | -8.65 |